Record 1
Computed, not measured: a structure of composition C26H18CaCl4F5N3O2Se at a distorted geometry, with ωB97M-V/def2-TZVPD.

Structure (XYZ):
```
60
Properties=species:S:1:pos:R:3:forces:R:3:nbo_charge:R:1
Ca -0.482578 -0.238731 0.029358 0.8 0.6 -1.9 1.742
Cl -1.771691 -1.556987 6.570534 0.0 0.0 -0.1 -0.031
C -1.396226 -1.758535 4.879521 0.0 0.0 -0.1 -0.115
C -1.527832 -2.993503 4.277801 0.0 0.0 0.0 -0.109
Cl -2.062665 -4.372653 5.202737 0.0 0.1 -0.1 -0.033
C -1.233808 -3.128819 2.908507 0.0 0.0 0.0 -0.181
Cl -1.418573 -4.674740 2.117755 0.0 0.1 0.1 -0.038
C -0.808302 -2.060901 2.111601 0.0 0.0 0.0 0.347
O -0.590650 -2.170708 0.826031 -0.1 -1.1 1.2 -0.905
C -0.640123 -0.758745 2.757668 0.0 0.0 0.0 0.270
O -0.242487 0.261496 2.038142 0.0 -0.1 1.7 -0.898
C -0.960877 -0.660496 4.114337 0.1 0.0 0.0 -0.142
Cl -0.793236 0.912268 4.849733 0.0 -0.1 0.0 -0.032
C 1.196408 2.630644 0.202725 -0.1 0.0 -0.1 -0.437
N 0.149188 2.156822 -0.714704 0.1 0.2 0.3 -0.489
C 0.497762 2.479978 -2.089116 -0.1 -0.1 0.1 -0.419
C -1.150405 2.750182 -0.342239 0.0 -0.2 -0.2 -0.251
C -2.333051 2.069341 -1.020551 -0.1 -0.1 0.0 -0.095
C -3.210332 2.833966 -1.790731 0.0 0.0 0.0 -0.241
C -4.331767 2.251033 -2.375712 0.1 -0.1 0.1 -0.266
C -4.565749 0.896471 -2.168972 0.1 0.1 0.1 -0.272
C -3.669034 0.149866 -1.399640 0.0 0.1 0.0 -0.200
C -2.512316 0.680814 -0.795908 -1.0 0.5 -0.6 -0.522
H 1.271481 3.731109 0.174470 0.0 0.0 0.0 0.148
H 2.160137 2.207219 -0.075916 0.0 0.0 0.0 0.220
H 0.982045 2.312867 1.224194 -0.1 0.0 -0.1 0.246
H 0.667074 3.562441 -2.207090 0.0 0.1 0.0 0.152
H -0.307267 2.179384 -2.760692 0.0 0.0 0.0 0.212
H 1.408065 1.951869 -2.375813 0.0 0.0 0.0 0.205
H -1.141211 3.831783 -0.556641 0.0 0.1 0.0 0.153
H -1.249615 2.629953 0.739963 0.0 0.0 0.0 0.227
H -3.021375 3.896497 -1.936031 0.0 0.0 0.0 0.182
H -5.011239 2.847229 -2.976310 0.0 0.0 0.0 0.185
H -5.442749 0.426300 -2.606213 0.0 0.0 0.0 0.183
H -3.892663 -0.909855 -1.266304 0.0 0.0 0.0 0.175
N 2.634193 -0.887951 -1.751884 -0.6 0.0 -0.5 -0.811
C 1.637177 -1.103259 -2.663597 0.2 0.1 0.5 0.406
C 1.957739 -1.581472 -3.948001 0.0 -0.1 -0.2 -0.308
C 0.955396 -1.734203 -4.873342 0.1 0.0 0.0 -0.153
C -0.358060 -1.414946 -4.535680 0.0 0.0 0.0 -0.338
C -0.590975 -0.962809 -3.254667 0.2 0.1 0.2 0.070
N 0.370720 -0.808317 -2.326797 0.1 -0.1 -0.3 -0.557
H 3.494756 -1.391035 -1.880342 -0.1 0.1 -0.2 0.397
H 2.438017 -0.743144 -0.759102 -0.1 0.0 0.0 0.427
H 2.988386 -1.818302 -4.186418 -0.1 0.0 0.0 0.205
H 1.192632 -2.102407 -5.865145 0.0 0.0 0.0 0.199
H -1.173569 -1.517642 -5.237970 0.0 0.0 0.0 0.210
H -1.593993 -0.696883 -2.932210 0.1 0.0 0.0 0.224
F 8.919308 -1.746409 1.153994 0.0 0.0 0.0 -0.315
C 7.617492 -1.417338 1.272217 0.2 -0.1 0.0 0.208
C 7.187746 -0.580576 2.276522 -0.1 0.2 0.2 0.252
F 8.092672 -0.088620 3.146362 0.0 0.0 0.0 -0.314
C 5.850558 -0.245171 2.385882 0.2 0.1 0.2 0.297
F 5.541002 0.584072 3.394279 -0.1 0.0 0.0 -0.306
C 4.858244 -0.713617 1.520313 -0.1 0.0 -0.1 -0.273
Se 3.038434 -0.230870 1.715411 0.1 -0.1 -0.1 -0.395
C 5.351226 -1.556579 0.523393 0.2 0.0 0.0 0.264
F 4.524827 -2.078965 -0.406573 0.1 -0.2 0.2 -0.331
C 6.683099 -1.904693 0.388811 -0.2 -0.1 -0.1 0.294
F 7.083227 -2.718090 -0.609381 0.0 0.0 0.0 -0.324
```
Forces are in eV/Å.

For the gap between HOMO and LUMO, the calculation gives 5.740 eV. As for the total energy: -6735.61783 hartree. The calculation puts the HOMO energy at -1.6 eV. The value obtained for the relative energy (zero: lowest compared OMol25 entry of this formula, charge and spin) is 15.0 kcal per mole. As for the charge: -2.

Record 2
Computed, not measured: a cluster of 2 separate species, C5H12O3 in total at a distorted geometry, with ωB97M-V/def2-TZVPD.

Structure (XYZ):
```
20
Properties=species:S:1:pos:R:3:forces:R:3:nbo_charge:R:1
C 1.522171 -0.060352 -0.439972 -1.6 0.3 -1.2 0.107
C 1.552214 -1.572697 -0.543169 0.0 0.4 -0.1 -0.629
C 1.665582 0.465885 0.960710 -0.9 1.1 0.2 -0.643
O -1.548802 -0.742296 0.909659 0.0 -0.2 -0.3 -0.702
H -1.046063 -0.742356 1.737783 0.0 0.3 -0.2 0.490
H 2.279808 0.387346 -1.098000 -0.1 -0.1 0.2 0.172
H 1.494278 -1.880486 -1.584456 0.0 -0.1 0.0 0.220
H 1.055404 -0.069345 1.680375 0.0 -0.4 0.0 0.196
H 2.700365 0.410330 1.291206 0.1 0.3 0.0 0.217
H 2.473839 -1.952911 -0.103134 0.0 -0.1 0.0 0.211
H 0.695427 -1.987048 -0.017507 0.0 -0.1 0.1 0.219
H 1.211711 1.493662 1.011182 1.0 -0.7 0.0 0.240
C -2.708746 0.638161 -0.612503 0.5 -0.4 -0.6 -0.728
C -1.648960 0.527609 0.443960 -0.9 0.9 2.5 0.837
O 0.177747 0.359039 -1.036833 2.1 -0.5 0.3 -0.752
O -1.182685 1.461691 1.083536 -0.4 -0.8 -1.0 -0.650
H 0.173199 1.324842 -1.028073 0.1 -0.1 0.0 0.472
H -3.520954 -0.060900 -0.402901 0.1 0.1 0.1 0.239
H -2.263177 0.348988 -1.565513 -0.1 0.0 -0.1 0.251
H -3.082359 1.650838 -0.686351 0.1 0.1 0.1 0.234
```
Forces are in eV/Å.

For the gap between HOMO and LUMO, the calculation gives 10.959 eV. As for the total energy: -423.42847 hartree. The calculation puts the HOMO energy at -10.1 eV. The value obtained for the relative energy (zero: lowest compared OMol25 entry of this formula, charge and spin) is 15.9 kcal per mole.

Record 3
Computed, not measured: a structure of composition C30H25IrN3PS3, with ωB97M-V/def2-TZVPD.

Structure (XYZ):
```
63
Properties=species:S:1:pos:R:3:forces:R:3:nbo_charge:R:1
Ir 1.753064 0.279080 -0.052859 -0.1 0.4 -0.1 0.485
N -0.534807 2.715359 -1.801091 0.1 0.0 0.0 -0.797
C -1.219550 1.596051 -2.175366 0.0 0.0 0.0 0.232
C -1.876854 1.600939 -3.417865 0.0 0.0 0.0 -0.271
C -2.559491 0.498016 -3.872107 0.0 0.0 0.0 -0.142
C -2.633015 -0.662258 -3.100754 0.0 0.0 0.0 -0.283
C -2.010904 -0.683425 -1.873007 0.0 0.0 0.0 -0.101
C -1.288535 0.420485 -1.390828 -0.1 0.0 0.0 -0.550
P -0.496440 0.334866 0.220327 0.0 -0.2 -0.1 1.420
C -1.100431 -1.128433 1.107123 0.1 0.0 0.0 -0.450
C -1.832865 -0.965896 2.283530 0.0 0.0 0.0 -0.115
C -2.256113 -2.076617 2.999965 0.0 0.0 0.0 -0.220
C -1.954383 -3.352991 2.553956 0.0 0.0 0.0 -0.172
C -1.225254 -3.522561 1.384177 0.0 0.0 0.0 -0.199
C -0.795710 -2.418342 0.668756 0.0 0.0 0.0 -0.200
C -1.151621 1.736442 1.161718 0.1 0.0 0.1 -0.438
C -0.503195 2.247052 2.285425 0.0 0.0 0.0 -0.201
C -1.102679 3.236567 3.046583 0.0 0.0 0.0 -0.134
C -2.356687 3.718144 2.698767 0.0 0.0 0.0 -0.187
C -3.012613 3.207749 1.588548 0.0 0.0 0.0 -0.204
C -2.416638 2.218697 0.821848 0.0 0.0 0.0 -0.190
H -0.707613 3.569519 -2.301225 0.0 0.0 0.0 0.404
H -0.111933 2.815223 -0.892312 0.0 0.0 0.0 0.418
H -1.833465 2.500248 -4.020881 0.0 0.0 0.0 0.221
H -3.054737 0.540679 -4.833603 0.0 0.0 0.0 0.229
H -3.188716 -1.522209 -3.446263 0.0 0.0 0.0 0.230
H -2.104108 -1.564602 -1.255693 0.0 0.0 0.0 0.220
H -2.078875 0.020984 2.648100 0.0 0.0 0.0 0.225
H -2.825485 -1.937864 3.909164 0.0 0.0 0.0 0.230
H -2.284992 -4.216181 3.116298 0.0 0.0 0.0 0.229
H -0.985738 -4.516336 1.029648 0.0 0.0 0.0 0.227
H -0.212157 -2.564064 -0.229767 0.0 0.0 0.0 0.227
H 0.474312 1.890378 2.573080 0.0 0.0 0.0 0.227
H -0.580993 3.637840 3.904549 0.0 0.0 0.0 0.224
H -2.820858 4.494686 3.292017 0.0 0.0 0.0 0.230
H -3.991123 3.578679 1.314602 0.0 0.0 0.0 0.230
H -2.940958 1.821688 -0.037494 0.0 0.0 0.0 0.231
S 2.344992 -1.885890 -0.441877 -0.1 -0.1 0.1 0.013
C 2.471448 -2.590306 1.127175 0.0 0.1 -0.1 -0.052
C 2.778788 -3.951189 1.273220 0.0 -0.1 0.1 -0.270
C 2.874067 -4.501142 2.527174 0.0 0.0 -0.1 -0.141
C 2.673047 -3.719469 3.684963 0.0 0.1 0.0 -0.201
C 2.387436 -2.390171 3.570515 0.0 0.0 0.0 -0.177
C 2.284488 -1.801129 2.285712 0.0 0.0 0.0 -0.288
S 1.984400 -0.135810 2.160982 0.0 -0.1 0.1 0.301
H 2.933943 -4.558996 0.391422 0.0 0.0 0.0 0.235
H 3.107292 -5.552723 2.629040 0.0 0.0 0.0 0.232
H 2.752411 -4.175503 4.661923 0.0 0.0 0.0 0.235
H 2.238171 -1.769564 4.444573 0.0 0.0 0.0 0.235
S 2.240968 4.730833 1.492007 -0.1 0.0 0.0 -0.076
C 1.999419 3.327902 0.780396 0.1 0.0 0.0 0.184
N 1.821945 2.301788 0.220187 0.0 -0.2 0.0 -0.761
C 2.237842 0.994627 -4.862495 0.0 0.0 0.0 -0.121
C 1.484359 -0.070626 -4.394749 0.0 0.0 0.0 -0.232
C 1.332262 -0.233903 -3.034297 0.0 0.0 0.0 0.066
N 1.877476 0.610259 -2.144881 0.0 0.1 0.0 -0.495
C 2.607815 1.641324 -2.598432 0.0 0.0 0.0 0.079
C 2.812329 1.859454 -3.946108 0.0 0.0 0.0 -0.242
H 2.378070 1.145216 -5.924484 0.0 0.0 0.0 0.238
H 1.016401 -0.773829 -5.068303 0.0 0.0 0.0 0.242
H 0.752108 -1.051738 -2.630915 0.0 0.0 0.0 0.227
H 3.018103 2.302217 -1.849122 0.0 0.0 0.0 0.237
H 3.412580 2.700775 -4.260692 0.0 0.0 0.0 0.245
```
Forces are in eV/Å.

For the gap between HOMO and LUMO (alpha / beta), the calculation gives 6.756 / 4.822 eV. As for the total energy: -2962.62573 hartree. The calculation puts the HOMO energy (alpha / beta) at -10.6 / -10.6 eV. The spin multiplicity is 2. The value obtained for the relative energy (zero: lowest compared OMol25 entry of this formula, charge and spin) is 0.0 kcal per mole. As for the charge: +1.

Copy entry 2 word for word.
Computed, not measured: a cluster of 2 separate species, C5H12O3 in total at a distorted geometry, with ωB97M-V/def2-TZVPD.

Structure (XYZ):
```
20
Properties=species:S:1:pos:R:3:forces:R:3:nbo_charge:R:1
C 1.522171 -0.060352 -0.439972 -1.6 0.3 -1.2 0.107
C 1.552214 -1.572697 -0.543169 0.0 0.4 -0.1 -0.629
C 1.665582 0.465885 0.960710 -0.9 1.1 0.2 -0.643
O -1.548802 -0.742296 0.909659 0.0 -0.2 -0.3 -0.702
H -1.046063 -0.742356 1.737783 0.0 0.3 -0.2 0.490
H 2.279808 0.387346 -1.098000 -0.1 -0.1 0.2 0.172
H 1.494278 -1.880486 -1.584456 0.0 -0.1 0.0 0.220
H 1.055404 -0.069345 1.680375 0.0 -0.4 0.0 0.196
H 2.700365 0.410330 1.291206 0.1 0.3 0.0 0.217
H 2.473839 -1.952911 -0.103134 0.0 -0.1 0.0 0.211
H 0.695427 -1.987048 -0.017507 0.0 -0.1 0.1 0.219
H 1.211711 1.493662 1.011182 1.0 -0.7 0.0 0.240
C -2.708746 0.638161 -0.612503 0.5 -0.4 -0.6 -0.728
C -1.648960 0.527609 0.443960 -0.9 0.9 2.5 0.837
O 0.177747 0.359039 -1.036833 2.1 -0.5 0.3 -0.752
O -1.182685 1.461691 1.083536 -0.4 -0.8 -1.0 -0.650
H 0.173199 1.324842 -1.028073 0.1 -0.1 0.0 0.472
H -3.520954 -0.060900 -0.402901 0.1 0.1 0.1 0.239
H -2.263177 0.348988 -1.565513 -0.1 0.0 -0.1 0.251
H -3.082359 1.650838 -0.686351 0.1 0.1 0.1 0.234
```
Forces are in eV/Å.

For the gap between HOMO and LUMO, the calculation gives 10.959 eV. As for the total energy: -423.42847 hartree. The calculation puts the HOMO energy at -10.1 eV. The value obtained for the relative energy (zero: lowest compared OMol25 entry of this formula, charge and spin) is 15.9 kcal per mole.